No. 1
Formula: C4H12O2S
Source: the Open Molecules 2025 dataset
Level of theory: ωB97M-V with the def2-TZVPD basis set

XYZ file:
```
19
Properties=species:S:1:pos:R:3:forces:R:3:mulliken_charge:R:1
O -1.1801 2.1005 -1.0489 1.2 0.4 0.8 -0.562
C -0.5081 1.1900 -0.1179 -1.2 -0.4 -1.7 -0.603
C 0.6943 0.4087 -0.6734 -0.5 -0.8 -0.1 -0.430
C 0.4239 -1.0959 -0.4422 0.3 -0.3 -0.3 -0.492
C 1.6910 -1.9454 -0.5917 0.0 -0.9 0.9 -0.851
S 1.6725 -3.5648 0.3271 -0.2 0.7 -0.2 -0.202
H -1.3191 1.5708 -1.8366 -0.1 0.1 -0.2 0.306
H -0.2501 1.6654 0.8232 -0.2 0.4 -0.2 0.286
H -1.3247 0.4866 0.0040 0.2 -0.5 1.0 0.416
H 1.5999 0.7040 -0.1371 0.1 0.0 -0.4 0.366
H 0.8097 0.4655 -1.7729 0.1 0.8 0.6 0.262
H -0.3188 -1.4370 -1.1645 -0.2 0.0 0.0 0.269
H -0.0424 -1.2582 0.5325 0.3 0.0 0.1 0.425
H 1.9874 -2.3143 -1.5747 -0.2 0.8 -0.2 0.359
H 2.4958 -1.4002 -0.1115 0.4 0.0 -0.4 0.351
H 1.9055 -2.9154 1.4612 0.0 -0.3 0.5 0.104
O -3.1280 2.2715 2.2187 0.0 -0.1 -1.0 -0.642
H -2.4366 2.6104 2.7726 0.4 0.2 0.7 0.310
H -2.7721 2.4579 1.3321 -0.4 -0.2 0.2 0.330
```
Positions in Å, forces in eV/Å.

LUMO = 0.7 eV
SMILES = OCCCCS.O

No. 2
Formula: C18H23FN4O3
Source: the Open Molecules 2025 dataset
Level of theory: ωB97M-V with the def2-TZVPD basis set

XYZ file:
```
49
Properties=species:S:1:pos:R:3:forces:R:3:mulliken_charge:R:1
C 1.5283 3.9232 -3.5681 1.5 -1.4 0.7 -1.350
C 0.7271 2.9553 -4.4262 0.7 -0.1 -0.5 0.117
C 1.7144 2.0689 -5.3426 -1.3 3.0 -0.9 -1.182
N 0.0200 2.0361 -3.5884 -3.3 0.4 0.5 -0.159
C -1.2738 2.3328 -3.0892 1.2 1.1 -2.7 0.183
O -2.0519 3.1408 -3.5985 1.2 -0.4 0.0 -0.645
C -1.6661 1.6693 -1.8901 0.0 -3.2 1.5 0.598
C -2.3159 2.4015 -0.9421 -1.0 0.2 1.6 -0.236
C -2.6830 1.7570 0.2707 2.0 -2.2 -1.0 -1.101
C -2.3379 0.3636 0.4783 -0.1 0.8 -2.4 0.597
O -2.5786 -0.3035 1.6482 0.0 2.2 -1.3 -0.352
C -2.5603 -1.7040 1.6409 0.0 -1.5 0.0 -0.213
C -1.9607 -2.0974 2.9474 0.4 0.0 -0.7 0.669
C -2.5436 -2.9885 3.7484 -2.0 -1.2 0.1 -0.737
O -1.7287 -3.4155 4.6932 1.4 0.7 0.3 -0.275
N -0.4918 -2.7228 4.5276 0.2 0.4 -0.5 -0.531
C -0.5827 -1.9366 3.4675 -1.0 -0.5 0.8 0.225
C 0.5512 -0.8979 2.9865 -0.6 -0.6 0.2 0.205
C 1.9529 -1.1478 3.6095 0.4 -0.1 1.5 -1.120
C 2.6114 -2.4471 3.0552 0.4 1.6 -0.1 -0.926
C 2.6192 -2.5284 1.5506 -3.4 -0.8 0.4 0.132
F 3.4803 -1.7044 0.9326 1.4 1.5 -0.2 -0.358
C 1.2026 -2.1875 0.9790 0.0 0.9 1.2 -0.861
N 0.6675 -0.9002 1.5279 0.8 -0.5 1.1 -0.388
N -1.7900 -0.3539 -0.5329 -0.4 0.4 0.4 -0.238
C -1.4638 0.2723 -1.6522 -0.2 1.8 -0.6 -0.635
H 2.2552 3.4002 -2.8526 -0.6 0.3 -1.4 0.269
H 1.0260 4.5533 -2.8715 -1.1 0.6 0.0 0.386
H 2.0646 4.4852 -4.2968 0.8 0.9 -0.1 0.403
H -0.0623 3.5442 -4.9831 1.0 -0.9 0.2 0.316
H 2.2822 1.3912 -4.7408 0.3 -0.4 0.3 0.357
H 1.0296 1.5719 -6.0279 0.4 -0.4 -0.1 0.337
H 2.4115 2.7406 -5.9658 -1.0 -1.0 1.0 0.337
H 0.5572 1.4331 -3.0218 0.7 -0.5 0.7 0.319
H -2.5307 3.4573 -1.2395 0.1 -0.9 0.9 0.420
H -2.9267 2.2378 1.1489 -1.2 1.4 1.4 0.495
H -3.6223 -2.1013 1.4499 1.5 0.5 0.5 0.354
H -1.8741 -2.1721 0.9054 -0.7 0.8 -0.2 0.173
H -3.5888 -3.4658 3.7158 1.9 0.9 0.1 0.381
H 0.0970 0.0907 3.2497 0.7 -0.7 0.1 0.462
H 2.6502 -0.2722 3.5834 -0.8 -0.5 -0.8 0.379
H 1.8793 -1.2843 4.7175 -0.4 -0.1 -0.8 0.397
H 3.6650 -2.5555 3.2695 0.4 0.4 0.8 0.384
H 2.1267 -3.2737 3.5424 -0.4 -0.6 -0.3 0.413
H 2.9457 -3.5216 1.2994 -0.3 -0.7 -0.4 0.394
H 0.4967 -2.9957 1.0503 -0.3 -0.7 0.6 0.397
H 1.3515 -2.0626 -0.0410 0.2 0.4 -2.0 0.553
H -0.2089 -0.5199 1.1936 0.4 -0.7 -0.9 0.222
H -1.0704 -0.2660 -2.5183 0.1 -0.4 0.6 0.435
```
Positions in Å, forces in eV/Å.

LUMO = 0.4 eV
SMILES = CC(C)NC(=O)c1ccc(OCc2conc2[C@H]2CC[C@H](F)CN2)nc1

No. 3
Formula: C4H6O2
Source: the Open Molecules 2025 dataset
Level of theory: ωB97M-V with the def2-TZVPD basis set

XYZ file:
```
12
Properties=species:S:1:pos:R:3:forces:R:3:mulliken_charge:R:1
O 1.5712 -0.7885 0.8256 0.1 0.1 -0.1 -0.574
C 0.2585 -1.0409 0.4519 -0.2 -0.1 0.0 -0.132
C -0.8112 0.0278 0.4437 -0.2 0.1 0.2 -0.336
C -0.1782 1.3174 -0.0451 0.0 0.2 0.2 -0.346
O 0.4121 0.6479 -1.1897 0.0 0.0 -0.1 -0.458
C -0.2755 -0.5571 -0.8471 0.0 -0.3 -0.2 -0.098
H 1.9226 -0.1817 0.1560 0.1 -0.1 0.1 0.329
H -0.0830 -2.0189 0.7782 0.0 0.1 -0.1 0.368
H -1.7791 -0.0750 0.9215 0.2 0.0 -0.1 0.365
H -0.8971 2.0699 -0.3826 0.1 -0.1 0.1 0.280
H 0.5798 1.7777 0.5992 -0.1 0.0 -0.1 0.237
H -0.7285 -1.1345 -1.6475 0.1 0.1 0.1 0.366
```
Positions in Å, forces in eV/Å.

LUMO = 1.0 eV

No. 4
Formula: C2H3N3
Source: the Open Molecules 2025 dataset
Level of theory: ωB97M-V with the def2-TZVPD basis set

XYZ file:
```
8
Properties=species:S:1:pos:R:3:forces:R:3:mulliken_charge:R:1
C 1.3611 -0.0314 0.9130 1.8 2.8 -2.5 0.614
C -0.4938 0.2257 -0.9404 -4.5 -2.9 4.6 -0.572
N 2.3249 0.5635 0.5194 -2.1 -2.0 1.3 -0.504
N 0.1848 -0.4743 1.1945 -3.4 -1.7 1.6 -0.601
N -0.9163 -0.3413 0.3452 8.5 3.3 -4.0 0.124
H 0.4571 0.5927 -0.9752 2.2 0.8 -0.1 0.396
H -1.2357 0.3642 -1.6493 -1.2 0.2 -1.2 0.278
H -1.6821 -0.8990 0.5928 -1.3 -0.6 0.2 0.264
```
Positions in Å, forces in eV/Å.

LUMO (alpha / beta) = -0.6 / -1.2 eV

No. 5
Formula: C25H42O21
Source: the Open Molecules 2025 dataset
Level of theory: ωB97M-V with the def2-TZVPD basis set

XYZ file:
```
88
Properties=species:S:1:pos:R:3:forces:R:3:mulliken_charge:R:1
C 14.3199 -15.2275 -15.7322 0.6 -0.5 0.0 -1.053
C 14.6765 -13.9514 -16.4199 -0.5 0.6 -1.4 0.306
C 16.0830 -13.3841 -16.1627 -1.3 -0.4 0.5 0.676
O 16.5946 -13.1078 -17.4551 0.2 0.2 0.5 -0.370
C 15.8656 -13.7770 -18.3795 -0.4 0.1 1.5 0.618
O 16.2338 -13.9844 -19.4682 0.5 -0.2 -2.0 -0.516
O 14.6978 -14.1878 -17.8611 0.2 -0.5 0.2 -0.376
H 14.3577 -15.1556 -14.6454 -0.2 0.2 0.0 0.349
H 15.0863 -15.9631 -15.9963 -0.1 -0.1 0.0 0.080
H 13.3541 -15.5871 -16.0744 -0.1 0.0 0.1 0.369
H 13.8801 -13.2039 -16.3723 0.2 0.1 0.7 0.280
H 16.6905 -14.1233 -15.6433 0.2 0.1 -0.1 -0.231
H 15.9448 -12.5125 -15.5285 0.6 0.3 -0.3 -0.161
C 18.1591 -25.1221 -17.8373 -0.2 -0.2 0.5 -1.535
C 18.8327 -23.8060 -18.0552 0.7 0.2 0.1 0.793
C 17.8931 -22.6074 -18.2472 0.7 -0.3 -0.2 -0.214
O 18.5189 -21.5743 -17.4772 0.0 0.3 -0.1 -0.085
C 19.5576 -22.0669 -16.7572 -0.3 -0.8 0.0 0.488
O 20.2976 -21.4305 -16.0877 -0.1 0.2 0.0 -0.539
O 19.6132 -23.4194 -16.8978 -0.2 0.3 -0.1 -0.425
H 17.4547 -25.0264 -17.0087 -0.1 -0.1 -0.1 0.384
H 18.8690 -25.9013 -17.5639 0.1 0.1 -0.1 0.392
H 17.6446 -25.4418 -18.7424 -0.1 0.1 0.0 0.350
H 19.5894 -23.9026 -18.8425 -0.3 0.2 -0.3 0.108
H 16.8838 -22.8038 -17.8954 0.0 0.1 0.2 0.193
H 17.8553 -22.2922 -19.2874 -0.1 0.1 0.0 0.059
C 19.2275 -18.7918 -19.4362 0.1 -0.3 -1.0 -0.575
C 18.4609 -17.7012 -18.7832 0.9 1.2 1.3 0.344
C 17.3787 -18.1470 -17.8050 -0.7 0.4 -0.1 0.865
O 17.7793 -17.6593 -16.5059 0.3 -0.1 -0.6 -0.440
C 18.9652 -16.9965 -16.6216 0.7 -0.5 0.5 0.621
O 19.5848 -16.5707 -15.6819 -0.8 0.0 -0.8 -0.600
O 19.3887 -16.9673 -17.8943 -0.5 -0.1 0.1 -0.408
H 19.9541 -18.4201 -20.1597 0.0 0.2 0.1 0.083
H 18.5195 -19.3565 -20.0528 0.1 -0.3 0.2 -0.049
H 19.7583 -19.4146 -18.7194 -0.3 -0.2 0.1 0.249
H 18.1218 -16.9303 -19.4607 -0.3 -0.1 -0.4 0.393
H 17.2522 -19.2285 -17.8349 0.3 0.0 0.5 -0.857
H 16.4131 -17.6981 -18.0433 0.1 0.0 0.0 0.314
C 23.2701 -22.2385 -21.7092 0.5 -1.2 0.1 -1.481
C 22.2629 -21.8853 -22.7622 -0.6 0.5 0.5 0.539
C 21.0219 -22.8017 -22.7466 0.0 0.3 0.4 -0.431
O 19.9086 -21.9102 -22.5664 0.2 0.0 -0.3 -0.380
C 20.3514 -20.6284 -22.5478 0.3 -0.2 -0.6 0.662
O 19.6523 -19.6742 -22.6420 -0.3 0.2 0.4 -0.465
O 21.6946 -20.5796 -22.4782 0.0 -0.3 -0.1 -0.173
H 24.2567 -21.8124 -21.8742 -0.2 0.5 0.2 0.306
H 23.4512 -23.3243 -21.7315 -0.1 0.1 -0.2 0.425
H 22.9000 -22.0748 -20.6978 0.0 0.5 -0.1 0.336
H 22.7049 -21.8066 -23.7518 0.0 -0.2 -0.1 0.151
H 21.0376 -23.4650 -21.8813 0.0 -0.1 -0.2 0.246
H 20.9043 -23.3604 -23.6718 -0.1 0.0 0.0 0.290
C 16.4353 -20.6185 -22.0435 0.3 0.2 -0.3 -0.635
O 16.1092 -21.2363 -20.7940 0.1 -0.7 -0.2 -0.309
C 15.5531 -20.4582 -19.8788 -0.1 -0.2 0.0 0.918
O 15.3879 -19.2804 -19.9599 -0.1 1.1 -0.2 -0.549
O 15.2025 -21.2102 -18.8444 0.1 -0.7 0.1 -0.343
C 14.6330 -20.5641 -17.7036 -1.0 -0.4 -0.4 -0.782
H 17.0370 -21.3101 -22.6267 0.1 -0.2 0.3 0.143
H 17.0263 -19.7231 -21.8709 -0.2 0.1 -0.1 0.323
H 15.5406 -20.4113 -22.6283 -0.1 0.2 0.3 0.348
H 15.4264 -20.2817 -17.0238 -0.1 0.3 0.2 0.277
H 13.9509 -21.2999 -17.2772 0.4 -0.2 0.3 0.260
H 13.9559 -19.7686 -18.0126 0.6 0.4 0.0 0.410
C 24.9199 -19.5494 -24.4553 1.2 1.1 -0.1 -0.484
O 24.4006 -18.3687 -25.0642 -0.3 -0.1 -0.1 -0.364
C 23.5199 -17.5997 -24.4197 -0.1 0.2 0.5 0.760
O 23.0600 -16.6179 -24.9200 -0.2 0.1 -0.1 -0.559
O 23.2630 -18.0214 -23.1672 0.7 -0.5 -0.7 -0.291
C 22.3250 -17.2668 -22.4332 -0.5 0.3 0.7 -0.740
H 25.2086 -19.3221 -23.4314 -0.5 -0.5 0.2 0.290
H 25.8765 -19.6829 -24.9623 -0.2 -0.4 -0.2 0.340
H 24.2601 -20.3871 -24.6164 -0.2 -0.2 0.3 0.110
H 22.6019 -16.2184 -22.3561 0.1 0.1 -0.3 0.502
H 22.3279 -17.6804 -21.4274 0.0 -0.1 0.0 0.175
H 21.3279 -17.3728 -22.8523 0.0 0.1 -0.1 0.266
C 18.5797 -14.5304 -13.4089 0.4 0.1 -1.6 -0.456
O 17.9767 -13.2092 -13.4148 -0.1 -1.1 -0.2 -0.214
C 18.3355 -12.4854 -12.3649 -0.2 0.8 -0.8 0.703
O 19.0821 -12.8174 -11.5156 1.0 -0.7 1.4 -0.544
O 17.8082 -11.2660 -12.3869 -0.4 0.5 0.3 -0.350
C 17.0296 -10.8678 -13.5031 -0.6 0.1 0.2 -0.504
H 18.1617 -15.0579 -14.2638 -0.6 -0.1 0.4 -0.038
H 18.4710 -15.0481 -12.4676 -0.1 0.1 0.1 0.369
H 19.6181 -14.4763 -13.7477 0.1 0.3 0.7 0.283
H 16.1415 -11.4948 -13.6117 0.3 -0.3 -0.2 0.185
H 17.6581 -10.8605 -14.3871 -0.2 0.1 -0.3 0.272
H 16.6223 -9.8883 -13.2659 0.4 0.2 0.0 0.323
```
Positions in Å, forces in eV/Å.

LUMO = 0.0 eV
SMILES = C[C@H]1COC(=O)O1.C[C@H]1COC(=O)O1.C[C@H]1COC(=O)O1.C[C@H]1COC(=O)O1.COC(=O)OC.COC(=O)OC.COC(=O)OC

Energy relative to the best compared isomer or geometry (same formula, charge and spin) in kJ/mol, matching the order above: 77.9 546.6 272.2 396.7 89.4